{
  "formula": "C3H6N2OS",
  "method": "the ωB97M-V functional and the def2-TZVPD basis",
  "elements": ["S", "O", "N", "N", "C", "C", "C", "H", "H", "H", "H", "H", "H"],
  "coordinates": [[0.912, -2.474, 4.412], [-0.077, -0.646, 0.881], [-0.809, 0.411, -1.017], [-0.488, 1.239, -2.146], [0.404, -1.039, 2.182], [0.048, -2.183, 2.997], [0.172, 0.321, -0.054], [-0.752, -2.940, 2.802], [1.274, -0.322, 2.372], [0.289, 0.738, -2.503], [1.217, 0.735, -0.103], [-0.406, 2.277, -2.041], [-1.800, 0.247, -0.973]],
  "e_homo_ev": [-6.64, -7.59],
  "charge": 0,
  "e_above_lowest_kcal_mol": 151.4,
  "multiplicity": 1,
  "fmax_ev_per_a": 3.49,
  "energy_ha": -700.64792,
  "gap_ev": [5.53, 7.85]
}